76
Properties=species:S:1:pos:R:3:mulliken_spin:R:1 method="wB97M-V/def2-TZVPD" mol_weight_g_mol=788.72 gap_ev="5.76 / 5.70" homo_energy_ev="-7.1713 / -7.1230" de_lowest_kcal_mol=10.0 total_charge=0 multiplicity=2 max_force_ev_per_a=1.39
Ru -0.334 0.547 0.546 0.980
O -3.641 -0.034 2.828 0.011
C -2.748 0.372 2.095 0.011
N -1.423 0.249 2.201 0.000
C -0.750 -0.231 3.340 -0.013
C -1.269 -1.006 4.357 0.005
C -0.450 -1.323 5.443 -0.003
C 0.847 -0.848 5.499 0.005
C 1.371 -0.063 4.468 -0.005
C 0.570 0.238 3.375 0.003
N 0.933 0.985 2.216 0.017
C 2.160 1.478 2.075 0.015
O 3.155 1.322 2.791 0.003
C 2.330 2.372 0.863 -0.008
C 3.608 2.733 0.454 -0.005
C 3.739 3.604 -0.609 0.002
C 2.591 4.127 -1.192 0.006
C 1.364 3.712 -0.709 0.008
N 1.226 2.821 0.276 0.030
C -3.036 1.319 0.966 0.002
C -4.332 1.625 0.595 0.000
C -4.532 2.589 -0.374 0.001
C -3.428 3.232 -0.911 0.002
C -2.170 2.845 -0.502 0.001
N -1.954 1.893 0.410 -0.015
H -2.288 -1.356 4.295 0.001
H -0.841 -1.942 6.241 0.000
H 1.476 -1.086 6.348 0.000
H 2.383 0.303 4.507 0.000
H 4.454 2.330 0.994 0.000
H 4.719 3.889 -0.972 0.000
H 2.644 4.844 -2.001 0.000
H 0.452 4.114 -1.135 0.001
H -5.139 1.105 1.093 0.000
H -5.531 2.845 -0.702 0.000
H -3.531 4.017 -1.647 0.000
H -1.292 3.336 -0.892 -0.004
O 5.963 -2.095 -3.043 0.000
N 5.359 -2.283 -2.013 0.000
O 5.712 -3.032 -1.130 0.000
C 4.070 -1.519 -1.813 0.007
C 3.723 -0.725 -2.834 -0.002
C 2.509 0.045 -2.781 0.001
C 2.037 0.835 -3.837 0.005
C 0.832 1.472 -3.692 -0.003
C 0.143 1.363 -2.475 0.015
N 0.604 0.664 -1.455 -0.020
C 1.748 -0.023 -1.626 -0.003
C 2.105 -0.901 -0.549 0.000
N 1.225 -0.934 0.483 -0.037
C 1.465 -1.772 1.473 -0.008
C 2.615 -2.566 1.512 -0.001
C 3.521 -2.522 0.492 0.000
C 3.268 -1.677 -0.609 -0.007
H 4.355 -0.681 -3.709 0.000
H 2.605 0.905 -4.757 0.000
H 0.403 2.059 -4.491 0.000
H -0.819 1.830 -2.343 -0.003
H 0.727 -1.822 2.255 -0.006
H 2.776 -3.213 2.362 0.000
H 4.406 -3.132 0.520 0.000
O -1.173 -2.542 0.735 0.004
C -1.827 -2.001 -0.126 0.003
N -1.666 -0.692 -0.599 0.015
C -2.564 -0.474 -1.619 -0.003
O -2.673 0.539 -2.289 0.000
C -3.397 -1.708 -1.803 0.001
C -4.429 -1.978 -2.677 0.001
C -5.020 -3.236 -2.588 0.000
C -4.583 -4.171 -1.651 0.001
C -3.536 -3.880 -0.779 0.001
C -2.959 -2.634 -0.887 -0.008
H -4.765 -1.237 -3.391 0.000
H -5.833 -3.494 -3.254 0.000
H -5.068 -5.138 -1.600 0.000
H -3.194 -4.593 -0.040 0.000

---

75
Properties=species:S:1:pos:R:3:mulliken_charge:R:1 method="wB97M-V/def2-TZVPD" mol_weight_g_mol=1037.31 gap_ev=6.34 homo_energy_ev=-13.0562 de_lowest_kcal_mol=0.0 total_charge=+2 max_force_ev_per_a=0.21
Hf -0.123 0.445 -0.132 1.629
Cl -3.949 -1.584 5.591 -0.179
C -3.117 -0.736 4.343 -0.075
C -2.257 0.317 4.675 -0.652
C -1.582 1.010 3.693 -0.691
C -1.726 0.654 2.353 0.374
O -1.071 1.320 1.398 0.019
C -2.605 -0.394 2.013 0.133
C -2.908 -0.720 0.651 0.541
N -2.248 -0.320 -0.391 0.167
C -2.685 -0.635 -1.705 0.343
C -3.797 -1.358 -2.047 -0.741
C -4.137 -1.569 -3.398 -0.982
C -3.377 -1.040 -4.400 -0.907
C -2.226 -0.284 -4.083 0.960
C -1.413 0.315 -5.066 -0.572
C -0.322 1.050 -4.691 -1.212
C -0.024 1.162 -3.331 0.158
N -0.750 0.609 -2.371 0.637
C -1.871 -0.099 -2.731 -0.106
C -3.307 -1.073 3.027 -1.240
H -2.138 0.590 5.715 0.466
H -0.942 1.844 3.948 0.519
H -3.791 -1.339 0.513 0.256
H -4.447 -1.780 -1.294 0.452
H -5.019 -2.149 -3.631 0.436
H -3.644 -1.186 -5.438 0.467
H -1.669 0.193 -6.111 0.498
H 0.314 1.535 -5.417 0.491
H 0.847 1.723 -3.020 0.301
H -3.998 -1.866 2.770 0.492
C 1.756 2.174 2.609 -1.558
C 1.950 0.689 2.637 0.993
C 2.767 0.138 3.644 -1.360
C 3.024 -1.201 3.683 -1.103
C 2.456 -2.043 2.706 0.893
C 2.639 -3.450 2.624 0.060
Br 3.725 -4.333 3.884 -0.163
C 2.038 -4.175 1.637 -0.264
C 1.215 -3.541 0.684 0.119
Br 0.399 -4.545 -0.676 -0.128
C 1.004 -2.189 0.733 -0.504
O 0.226 -1.512 -0.120 -0.743
C 1.638 -1.428 1.744 0.078
N 1.391 -0.075 1.705 0.797
H 1.804 2.578 3.619 0.597
H 0.804 2.452 2.165 0.129
H 2.569 2.640 2.044 0.292
H 3.191 0.801 4.386 0.595
H 3.654 -1.624 4.454 0.432
H 2.183 -5.245 1.578 0.481
Br -3.202 7.261 0.836 -0.118
C -2.022 5.859 0.429 -0.013
C -0.716 5.902 0.898 -0.917
C 0.150 4.863 0.604 -0.322
C -0.291 3.786 -0.155 -0.022
C -1.605 3.739 -0.604 -0.125
C -2.470 4.780 -0.323 -0.891
N 0.570 2.688 -0.461 0.295
C 1.794 2.902 -0.748 -0.611
C 2.679 1.770 -1.052 0.638
C 4.012 1.948 -1.362 -0.812
C 4.774 0.831 -1.692 -0.616
C 4.164 -0.409 -1.713 -0.974
C 2.817 -0.505 -1.385 -0.305
N 2.089 0.558 -1.049 0.449
H -0.383 6.737 1.498 0.454
H 1.158 4.882 1.001 0.461
H -1.949 2.897 -1.193 0.392
H -3.489 4.757 -0.682 0.480
H 2.196 3.911 -0.815 0.760
H 4.446 2.940 -1.354 0.564
H 5.822 0.937 -1.937 0.485
H 4.713 -1.301 -1.979 0.510
H 2.304 -1.458 -1.393 0.614

---

80
Properties=species:S:1:pos:R:3:mulliken_spin:R:1 method="wB97M-V/def2-TZVPD" mol_weight_g_mol=794.32 gap_ev="6.86 / 6.92" homo_energy_ev="-4.7577 / -4.8141" de_lowest_kcal_mol=33.8 total_charge=-1 multiplicity=2 max_force_ev_per_a=1.15
V -0.786 -0.055 -0.328 1.450
C -1.009 3.000 -3.522 -0.006
C -0.799 1.794 -2.827 0.008
N -0.973 1.695 -1.534 -0.013
C -1.443 2.761 -0.820 0.010
C -1.686 3.997 -1.439 -0.004
C -1.429 4.093 -2.827 0.006
C -2.211 5.067 -0.675 0.002
C -2.530 4.846 0.632 -0.002
C -2.328 3.597 1.253 0.003
C -1.762 2.533 0.567 0.001
N -1.539 1.249 1.001 -0.050
C -1.532 0.811 2.301 -0.010
C -1.594 1.544 3.476 0.004
C -1.668 0.914 4.732 -0.004
C -1.696 -0.443 4.870 0.006
C -1.568 -1.242 3.709 -0.004
C -1.544 -2.654 3.740 0.006
C -1.416 -3.364 2.581 -0.001
C -1.252 -2.657 1.378 0.024
N -1.218 -1.349 1.331 -0.046
C -1.426 -0.619 2.458 0.009
H -0.800 3.030 -4.581 0.000
H -0.427 0.924 -3.346 0.005
H -1.585 5.043 -3.324 0.000
H -2.376 6.028 -1.144 0.000
H -2.963 5.644 1.222 0.000
H -2.681 3.477 2.261 0.001
H -1.544 2.618 3.456 0.001
H -1.719 1.542 5.613 0.000
H -1.786 -0.915 5.839 0.000
H -1.635 -3.159 4.694 0.000
H -1.408 -4.444 2.568 0.000
H -1.134 -3.176 0.436 -0.007
N -2.089 -0.730 -1.133 -0.335
C -3.142 -1.286 -1.791 0.038
C -2.942 -2.287 -2.754 -0.048
C -4.021 -2.834 -3.425 0.030
C -5.315 -2.405 -3.152 -0.052
C -5.519 -1.414 -2.199 0.030
C -4.449 -0.857 -1.522 -0.059
H -1.930 -2.607 -2.966 -0.002
H -3.851 -3.601 -4.170 0.001
H -6.155 -2.835 -3.681 -0.004
H -6.524 -1.071 -1.982 0.001
H -4.597 -0.084 -0.779 -0.004
F 2.647 -0.791 -4.061 0.000
B 2.253 0.518 -3.771 -0.002
F 1.647 0.552 -2.485 0.003
F 1.291 0.946 -4.722 0.001
F 3.353 1.385 -3.785 0.000
Cl 2.971 -4.412 2.854 0.000
C 2.010 -4.568 1.412 0.001
C 1.283 -5.730 1.220 0.000
C 0.526 -5.884 0.070 0.000
C 0.464 -4.849 -0.854 0.000
C 1.158 -3.676 -0.621 0.001
Cl 0.916 -2.328 -1.680 0.002
C 1.998 -3.511 0.495 0.005
N 2.721 -2.352 0.670 0.004
C 3.610 -1.892 -0.343 -0.005
C 4.209 -2.813 -1.199 0.000
C 5.038 -2.391 -2.220 0.000
C 5.288 -1.038 -2.384 0.000
C 4.705 -0.129 -1.520 0.000
C 3.858 -0.528 -0.490 0.002
C 3.285 0.548 0.401 -0.001
C 2.002 0.208 1.151 -0.002
O 1.988 -0.009 2.356 0.004
O 0.959 0.209 0.396 0.000
H 1.335 -6.510 1.966 0.000
H -0.025 -6.798 -0.099 0.000
H -0.155 -4.922 -1.737 0.000
H 2.966 -2.126 1.623 0.000
H 4.003 -3.868 -1.065 0.000
H 5.473 -3.116 -2.896 0.000
H 5.897 -0.685 -3.204 0.000
H 4.855 0.930 -1.684 0.000
H 3.063 1.404 -0.240 0.000
H 4.033 0.847 1.141 0.000

---

80
Properties=species:S:1:pos:R:3:mulliken_spin:R:1 method="wB97M-V/def2-TZVPD" mol_weight_g_mol=1015.63 gap_ev="7.20 / 7.08" homo_energy_ev="-7.9169 / -7.8836" de_lowest_kcal_mol=14.0 total_charge=0 multiplicity=2 max_force_ev_per_a=1.68
Os -0.353 -1.409 -1.029 0.794
O 0.018 1.389 -4.557 0.001
C -0.567 2.439 -3.954 0.002
C -0.556 3.650 -4.650 -0.002
C -1.113 4.782 -4.095 0.003
C -1.701 4.739 -2.831 -0.002
C -1.730 3.543 -2.146 0.002
C -1.175 2.378 -2.688 0.009
C -1.208 1.128 -1.907 0.017
O -0.469 0.134 -2.355 0.006
N -1.949 1.071 -0.833 0.002
N -1.769 -0.139 -0.171 -0.001
C -2.456 -0.355 0.885 -0.001
C -2.305 -1.543 1.712 -0.004
C -3.059 -1.551 2.900 -0.004
C -2.988 -2.574 3.816 0.007
C -2.134 -3.646 3.552 -0.002
C -1.390 -3.680 2.395 0.022
C -1.448 -2.648 1.435 0.014
O -0.730 -2.834 0.344 0.059
H 0.063 0.654 -3.913 -0.001
H -0.084 3.669 -5.623 0.000
H -1.081 5.714 -4.646 0.000
H -2.125 5.631 -2.392 0.000
H -2.182 3.478 -1.166 0.000
H -3.148 0.421 1.211 -0.003
H -3.710 -0.704 3.091 0.000
H -3.578 -2.544 4.722 0.000
H -2.053 -4.461 4.261 0.000
H -0.734 -4.512 2.173 0.001
F 2.000 -3.171 -1.226 0.002
C 1.120 -2.478 -2.048 -0.032
F 0.721 -3.403 -2.958 0.000
F 1.951 -1.642 -2.766 0.000
O -1.689 -2.478 -2.190 0.015
N -2.968 -2.236 -1.871 0.017
C -3.577 -3.082 -1.030 -0.004
C -4.887 -2.858 -0.664 0.001
C -5.558 -1.759 -1.176 -0.001
C -4.902 -0.914 -2.060 0.001
C -3.595 -1.176 -2.402 0.000
H -2.954 -3.890 -0.677 0.002
H -5.360 -3.540 0.027 0.000
H -6.580 -1.559 -0.888 0.000
H -5.389 -0.049 -2.487 0.000
H -2.994 -0.580 -3.072 -0.003
F 0.466 3.689 5.206 0.000
C 0.693 2.794 4.226 0.000
C -0.223 1.785 4.020 0.000
C 0.023 0.870 3.003 -0.002
C 1.161 0.969 2.210 -0.003
C 2.071 1.994 2.462 -0.002
C 1.843 2.917 3.469 0.000
Sb 1.584 -0.445 0.674 0.082
C 3.271 -1.320 1.587 -0.005
C 4.553 -0.810 1.418 0.001
C 5.626 -1.372 2.095 0.000
C 5.391 -2.443 2.933 0.000
F 6.429 -2.991 3.589 0.000
C 4.130 -2.973 3.124 -0.001
C 3.068 -2.404 2.439 -0.002
C 2.410 0.967 -0.688 -0.002
C 3.463 0.677 -1.552 0.015
C 3.837 1.575 -2.541 0.001
C 3.128 2.753 -2.664 0.000
F 3.479 3.623 -3.631 0.000
C 2.068 3.071 -1.839 0.000
C 1.718 2.167 -0.847 -0.002
H -1.103 1.720 4.645 0.000
H -0.680 0.063 2.852 0.001
H 2.968 2.087 1.860 0.000
H 2.537 3.722 3.674 0.000
H 4.728 0.039 0.771 0.000
H 6.632 -0.990 1.981 0.000
H 3.995 -3.813 3.791 0.000
H 2.075 -2.817 2.577 0.002
H 3.978 -0.273 -1.494 -0.001
H 4.647 1.362 -3.225 0.000
H 1.528 3.998 -1.981 0.000
H 0.879 2.406 -0.201 0.003

---

80
Properties=species:S:1:pos:R:3:mulliken_spin:R:1 method="wB97M-V/def2-TZVPD" mol_weight_g_mol=1015.63 gap_ev="4.77 / 5.85" homo_energy_ev="-5.5463 / -7.8705" total_charge=0 multiplicity=6 max_force_ev_per_a=3.63
Os -0.250 -0.936 1.110 2.476
O -0.585 -0.292 5.744 0.016
C -1.901 -0.512 5.831 0.041
C -2.581 -0.031 6.948 -0.023
C -3.930 -0.261 7.103 0.039
C -4.630 -0.992 6.146 -0.019
C -3.988 -1.430 5.010 0.040
C -2.626 -1.184 4.818 0.029
C -1.959 -1.490 3.563 0.042
O -0.676 -1.423 3.469 0.214
N -2.719 -1.739 2.494 0.179
N -2.103 -1.775 1.342 0.429
C -2.786 -2.067 0.210 0.587
C -2.224 -2.552 -0.981 -0.129
C -3.071 -2.926 -2.051 0.137
C -2.583 -3.507 -3.194 -0.046
C -1.214 -3.732 -3.343 0.206
C -0.343 -3.356 -2.343 -0.085
C -0.798 -2.764 -1.154 0.243
O 0.053 -2.433 -0.235 0.129
H -0.291 -0.718 4.899 -0.001
H -2.020 0.525 7.681 -0.001
H -4.438 0.133 7.971 0.003
H -5.680 -1.194 6.288 -0.001
H -4.518 -1.972 4.244 0.003
H -3.867 -1.991 0.275 0.013
H -4.131 -2.749 -1.950 -0.001
H -3.257 -3.811 -3.979 0.001
H -0.830 -4.186 -4.245 0.015
H 0.720 -3.524 -2.449 0.001
F -0.137 1.947 1.464 0.019
C -1.006 0.894 1.744 0.087
F -2.083 1.181 0.928 0.011
F -1.437 1.165 2.993 0.019
O 1.924 -0.381 1.499 0.036
N 2.421 0.715 2.016 -0.004
C 3.332 1.411 1.295 0.016
C 3.865 2.579 1.774 0.001
C 3.466 3.068 3.016 0.006
C 2.538 2.327 3.745 -0.001
C 2.033 1.161 3.232 0.026
H 3.596 0.987 0.337 -0.005
H 4.598 3.101 1.183 0.000
H 3.851 3.998 3.396 0.000
H 2.207 2.653 4.717 0.000
H 1.297 0.553 3.736 -0.013
F 3.494 5.851 -3.097 0.000
C 2.924 4.692 -2.709 0.003
C 1.671 4.721 -2.123 0.004
C 1.105 3.527 -1.717 -0.015
C 1.768 2.326 -1.908 0.090
C 3.029 2.324 -2.479 -0.005
C 3.615 3.508 -2.893 0.001
Sb 0.823 0.514 -1.185 0.160
C 2.141 -0.879 -2.163 -0.004
C 2.424 -0.827 -3.521 0.003
C 3.314 -1.727 -4.085 0.001
C 3.894 -2.683 -3.270 0.000
F 4.757 -3.567 -3.811 0.000
C 3.622 -2.759 -1.916 0.004
C 2.748 -1.839 -1.365 0.012
C -0.831 0.614 -2.552 -0.028
C -1.833 1.526 -2.246 0.027
C -2.985 1.594 -3.004 0.005
C -3.121 0.722 -4.069 0.004
F -4.250 0.763 -4.803 0.000
C -2.137 -0.193 -4.397 -0.009
C -0.989 -0.247 -3.625 0.006
H 1.158 5.661 -1.991 0.000
H 0.133 3.532 -1.245 -0.001
H 3.559 1.391 -2.619 0.002
H 4.590 3.520 -3.357 0.000
H 1.952 -0.076 -4.139 -0.001
H 3.564 -1.693 -5.134 0.000
H 4.087 -3.523 -1.313 0.000
H 2.528 -1.878 -0.306 0.001
H -1.722 2.187 -1.400 0.000
H -3.775 2.290 -2.770 0.000
H -2.271 -0.866 -5.230 0.002
H -0.225 -0.974 -3.859 0.000

---

76
Properties=species:S:1:pos:R:3:mulliken_spin:R:1 method="wB97M-V/def2-TZVPD" mol_weight_g_mol=903.68 gap_ev="5.54 / 6.04" homo_energy_ev="-5.8999 / -8.2994" de_lowest_kcal_mol=49.8 total_charge=0 multiplicity=6 max_force_ev_per_a=0.93
Pd -1.942 0.361 1.403 1.557
O -4.962 -2.106 -0.406 0.043
C -4.184 -1.477 0.277 -0.022
O -3.485 -0.446 -0.106 0.202
C -3.963 -1.888 1.717 0.035
C -4.593 -2.971 2.297 0.014
C -4.312 -3.259 3.627 0.000
C -3.427 -2.459 4.333 0.012
C -2.836 -1.392 3.679 0.035
N -3.105 -1.148 2.403 0.101
C -1.851 -0.447 4.339 -0.007
O -1.587 -0.611 5.513 0.029
O -1.363 0.458 3.549 0.158
H -5.283 -3.548 1.698 0.001
H -4.785 -4.105 4.111 0.000
H -3.179 -2.624 5.372 0.001
Te 0.455 3.285 -0.954 -0.015
C 2.128 2.866 -2.180 0.055
C 3.382 3.389 -1.902 0.017
C 4.440 3.058 -2.740 0.000
N 4.329 2.253 -3.797 0.001
C 3.112 1.767 -4.057 0.005
C 1.989 2.047 -3.293 -0.001
C 0.286 1.205 -0.487 0.549
P -1.129 0.204 -1.050 0.338
C -0.422 -1.439 -1.396 0.034
C -0.895 -2.578 -0.757 0.004
C -0.318 -3.817 -1.014 0.016
C 0.722 -3.922 -1.924 0.000
C 1.205 -2.785 -2.565 0.014
C 0.644 -1.549 -2.293 0.053
C -1.799 0.835 -2.599 0.034
C -1.710 0.133 -3.801 0.031
C -2.212 0.694 -4.966 -0.007
C -2.820 1.943 -4.936 0.020
C -2.960 2.618 -3.731 -0.012
C -2.463 2.063 -2.564 0.054
P 0.517 0.726 1.251 0.356
C 1.313 -0.908 1.357 -0.040
C 0.916 -1.785 2.363 0.069
C 1.541 -3.019 2.501 0.009
C 2.562 -3.379 1.635 0.005
C 2.962 -2.504 0.630 0.011
C 2.342 -1.273 0.490 0.035
C 1.658 1.864 2.048 0.031
C 2.919 2.122 1.515 0.018
C 3.758 3.016 2.155 0.008
C 3.343 3.652 3.323 -0.001
C 2.091 3.388 3.855 0.005
C 1.242 2.490 3.218 0.006
H 3.544 4.032 -1.046 0.001
H 5.431 3.453 -2.544 0.000
H 3.030 1.127 -4.930 0.000
H 1.022 1.647 -3.578 -0.013
H -1.709 -2.504 -0.048 -0.008
H -0.689 -4.697 -0.504 0.000
H 1.163 -4.888 -2.133 0.000
H 2.028 -2.860 -3.264 0.001
H 1.046 -0.661 -2.767 -0.027
H -1.269 -0.853 -3.834 0.003
H -2.137 0.147 -5.897 0.000
H -3.203 2.380 -5.849 0.001
H -3.464 3.575 -3.696 0.000
H -2.610 2.573 -1.619 0.002
H 0.142 -1.491 3.056 -0.014
H 1.230 -3.691 3.291 0.000
H 3.051 -4.339 1.740 0.000
H 3.757 -2.784 -0.050 0.001
H 2.644 -0.607 -0.311 -0.005
H 3.242 1.642 0.598 -0.004
H 4.739 3.220 1.744 0.001
H 4.004 4.352 3.818 0.000
H 1.771 3.879 4.764 0.000
H 0.264 2.266 3.629 -0.021
S -2.626 3.793 0.919 0.248
C -2.673 2.294 1.371 0.974